# C51H57CsN8O2S

C51H57CsN8O2S as an isolated structure (ωB97M-V with the def2-TZVPD basis set, the Open Molecules 2025 dataset).

```
120
Properties=species:S:1:pos:R:3:forces:R:3
Cs -1.2385 0.2868 -0.2046 -0.02 -0.46 0.07
S -1.3654 -0.8994 5.9902 -0.02 0.04 -0.05
O 0.2470 0.9254 -2.8187 -0.05 0.19 -0.04
O 3.0842 2.6134 1.7438 -0.01 0.09 0.06
N 1.6091 -2.0687 1.0277 -0.18 0.07 0.35
N 2.2267 -0.8635 -1.7523 -0.02 -0.05 0.03
N -2.0462 3.0519 0.7090 -0.05 0.18 0.02
N -1.0894 2.7932 -3.2691 0.00 0.01 0.02
N -0.8894 -3.1613 0.5334 0.10 -0.03 0.03
N -1.4701 2.7950 -1.9531 0.02 0.10 -0.12
N 0.2210 -2.7396 -2.1990 0.03 -0.07 0.03
N -0.6342 0.5423 3.9652 0.00 0.05 -0.05
C 2.8859 -1.4400 1.3206 0.00 0.00 0.05
C -4.4308 4.2289 1.4768 -0.01 0.01 -0.02
C -4.4061 -2.8133 -0.8277 0.04 -0.01 0.03
C 0.2691 -0.3367 5.9571 0.02 -0.03 0.00
C 1.7267 1.0211 -6.7048 -0.01 0.00 -0.01
C -2.8080 3.6715 -0.2021 -0.01 0.02 0.02
C -5.7213 -3.0895 -1.1951 -0.01 0.00 -0.02
C 3.3742 -0.4118 -1.0067 0.00 0.01 -0.04
C 1.1683 -2.4920 -3.2517 -0.08 0.07 -0.05
C -0.9107 -4.7808 -1.3631 -0.02 -0.01 0.00
C 1.7137 0.9985 4.5473 0.00 -0.02 0.04
C -3.1297 -0.0838 2.4534 -0.01 -0.06 0.12
C 2.4665 -1.9906 -2.6271 0.01 0.00 0.03
C 0.0661 2.6570 -7.2726 0.00 0.00 0.00
C -0.2270 1.8208 -3.5533 -0.01 0.05 -0.01
C 3.8111 -1.3648 0.1075 0.02 0.00 0.00
C 2.5232 0.0580 6.6287 0.00 0.00 0.00
C -2.9904 4.6316 -2.5789 0.00 0.00 0.01
C 0.4686 0.4141 4.7858 -0.05 -0.01 0.02
C -3.6541 3.5648 2.4059 0.01 -0.02 -0.01
C -4.0082 4.2881 0.1568 0.01 -0.03 0.02
C -3.0214 -0.1028 3.8605 -0.01 -0.08 -0.04
C -4.1102 -0.1996 4.7460 -0.03 0.00 0.06
C -4.4707 -0.1951 2.0118 0.04 0.03 -0.03
C 1.2748 1.0257 -5.3922 -0.01 0.01 0.01
C 3.7500 3.3774 -0.3992 0.01 -0.02 0.01
C 3.9331 2.6037 0.8818 -0.09 -0.01 -0.02
C -2.4669 2.9888 1.9664 0.00 -0.01 0.01
C -2.3556 3.6601 -1.6190 0.00 0.05 -0.03
C -0.3788 2.6641 -5.9588 0.01 0.00 0.01
C -1.6737 -0.0559 4.4461 0.06 0.03 0.10
C -5.3934 -0.2806 4.2436 -0.02 0.01 -0.10
C -5.5671 -0.2867 2.8556 0.01 0.00 0.10
C -0.3588 -4.4011 0.0095 -0.02 0.01 -0.01
C 7.4242 0.2162 1.5359 0.02 -0.01 -0.02
C 0.9822 -2.7833 2.1306 0.01 -0.05 -0.01
C 5.1833 1.7982 1.0832 0.03 -0.05 0.03
C -3.6483 -1.7125 -1.2861 -0.09 -0.06 -0.03
C 7.2905 0.9030 0.3379 0.01 0.00 0.00
C 2.7254 0.8203 5.4733 0.01 -0.01 -0.01
C 6.4377 0.3143 2.5089 -0.04 0.01 -0.01
C 0.2227 1.8485 -5.0028 0.05 -0.03 0.00
C 1.1229 1.8374 -7.6513 0.01 -0.01 0.00
C -0.5349 -2.8945 1.9135 -0.06 0.03 -0.04
C -5.6916 -1.1532 -2.5847 -0.01 0.09 -0.03
C -6.3806 -2.2526 -2.0875 0.01 0.01 -0.01
C 1.2930 -0.5254 6.8794 0.01 0.00 -0.02
C -0.9111 -3.6271 -2.3813 -0.05 0.03 -0.05
C 6.1736 1.6951 0.1120 -0.01 0.01 0.02
C -4.3769 -0.9036 -2.1866 0.00 -0.07 0.05
C 5.3196 1.0974 2.2802 0.01 -0.02 -0.03
H 1.1412 -2.2940 3.1069 -0.02 -0.01 0.00
H 1.3743 -3.4261 -3.7842 0.00 -0.01 0.00
H 8.2913 -0.4105 1.7049 0.00 0.00 0.00
H -3.9614 -3.5149 -0.1146 0.01 0.01 0.00
H 3.6896 1.2876 5.3090 0.01 -0.01 -0.02
H -5.3735 4.6795 1.7662 0.00 0.00 0.00
H -1.8362 -3.0576 -2.2539 0.02 -0.01 -0.01
H 6.5270 -0.2396 3.4348 0.01 0.00 0.00
H 4.5322 4.1331 -0.5058 0.00 -0.02 0.00
H -1.8364 2.4294 2.6488 0.01 0.00 0.01
H 3.1139 0.5513 -0.5565 -0.02 0.01 0.01
H 0.7239 -4.2752 -0.0778 0.00 0.00 0.00
H 1.7234 0.3856 -4.6432 0.00 0.00 0.00
H -4.6176 4.7769 -0.5903 0.00 0.00 -0.01
H -6.2441 -0.3463 4.9133 -0.01 0.01 0.00
H 3.3334 -0.0730 7.3361 0.00 0.00 0.00
H -6.5676 -0.3732 2.4397 0.00 0.00 0.00
H 0.9297 -1.3851 0.7258 0.20 -0.02 -0.49
H 4.2538 -0.2281 -1.6611 0.00 0.01 0.01
H 4.5177 1.1549 3.0044 0.01 0.03 0.02
H 1.4682 1.8311 -8.6788 0.00 0.00 0.00
H -1.0128 -1.9513 2.1939 -0.03 0.04 0.04
H 3.2066 -1.7589 -3.4212 0.00 0.00 -0.01
H -1.1987 3.2953 -5.6458 0.00 0.00 0.00
H -0.3011 -5.6165 -1.7288 -0.01 -0.01 0.00
H 2.7708 -0.4318 1.7565 -0.01 -0.03 0.00
H 3.9275 -2.3733 -0.2971 0.01 0.00 0.01
H 0.8103 -1.7627 -3.9987 0.01 -0.01 -0.02
H -0.9087 -3.6629 2.6158 -0.01 -0.01 0.00
H 6.0698 2.2168 -0.8305 -0.01 0.00 0.00
H -6.1864 -0.4821 -3.2844 0.00 0.01 0.00
H 2.5471 0.3728 -6.9906 0.00 0.00 0.00
H -3.0721 5.6252 -2.1316 -0.01 0.00 0.00
H -0.4163 3.2912 -8.0079 0.00 0.00 0.00
H -0.9248 -4.0387 -3.3986 0.01 -0.01 0.00
H 1.7276 -0.1126 -2.2217 0.02 0.02 -0.02
H 1.8614 1.5866 3.6523 0.02 0.03 -0.06
H -3.9984 4.3083 -2.8570 0.01 -0.01 -0.01
H -3.9029 -0.0147 -2.6139 0.00 -0.02 0.01
H 3.8069 2.7102 -1.2610 0.00 0.00 -0.01
H -3.9641 3.4528 3.4363 0.01 -0.01 0.00
H -0.5401 -5.2468 0.7033 0.01 -0.01 -0.01
H -2.3886 4.6782 -3.4819 0.00 0.00 0.00
H -0.0930 -1.8643 -1.8114 0.12 -0.06 0.13
H -1.9373 -5.1535 -1.2703 0.00 0.00 0.01
H 4.8018 -1.0462 0.4498 0.03 0.02 0.01
H -6.2379 -3.9543 -0.7825 0.01 0.00 0.01
H 8.0509 0.8129 -0.4276 0.00 0.00 0.00
H 3.3871 -2.0408 2.0884 0.00 -0.01 -0.01
H 1.1290 -1.1119 7.7752 0.01 0.00 0.00
H -3.9603 -0.1910 5.8242 0.01 0.00 -0.02
H -7.4061 -2.4499 -2.3848 0.00 0.00 0.00
H 2.8732 -2.8092 -2.0284 0.01 -0.02 -0.01
H 2.7729 3.8521 -0.3794 0.00 0.00 -0.01
H -1.8757 -3.0218 0.3386 0.00 0.09 0.04
H 1.4303 -3.7830 2.2002 0.01 0.00 0.01
H -4.6656 -0.2330 0.9408 0.01 0.00 0.00
```
Positions in Å, forces in eV/Å.

**HOMO**: -0.040 Eh
**Kohn-Sham gap**: 4.6321 eV
**E_LUMO**: 3.5 eV
**Charge**: -2
**Total energy**: -81209.7284 eV